DFT (the ωB97M-V functional and the def2-TZVPD basis) results for 6 unconnected molecules or ions with the total composition C20H29Cl2FO15 in a non-equilibrium geometry.

## Properties
relative energy (zero: lowest compared OMol25 entry of this formula, charge and spin): 0.000 eV
LUMO energy: 0.086 eV
HOMO: -10.97 eV
largest force on an atom: 0.0400 hartree/bohr
SMILES string: O=C1OC[C@@H](F)O1.C[C@H]1COC(=O)O1.C[C@H]1COC(=O)O1.C[C@H]1COC(=O)O1.C[C@H]1COC(=O)O1.ClCCl
E: -79686.3033 eV

Atoms and positions in Å:
O 1.172 -2.175 0.694
C 0.814 -1.118 1.085
O 0.421 -0.859 2.345
C -0.103 0.450 2.401
C 0.493 1.130 1.193
F 1.638 1.812 1.508
O 0.746 0.019 0.340
H -1.187 0.411 2.237
H 0.025 0.966 3.349
H -0.148 1.789 0.614
C -1.644 -1.830 4.760
C -2.158 -2.353 3.429
C -1.553 -3.667 2.932
O -2.685 -4.442 2.541
C -3.805 -3.928 3.075
O -4.864 -4.459 3.145
O -3.561 -2.692 3.567
H -0.560 -1.894 4.779
H -2.131 -2.425 5.533
H -2.040 -0.825 4.905
H -2.166 -1.637 2.604
H -0.992 -4.260 3.660
H -0.907 -3.517 2.066
C -4.712 -1.996 -1.939
C -4.656 -0.927 -0.865
C -4.016 -1.199 0.496
O -2.932 -0.277 0.536
C -2.936 0.533 -0.541
O -2.190 1.441 -0.742
O -3.944 0.210 -1.360
H -3.818 -2.628 -1.962
H -4.807 -1.537 -2.924
H -5.548 -2.697 -1.911
H -5.697 -0.608 -0.737
H -3.630 -2.222 0.535
H -4.683 -1.056 1.344
C 5.987 2.323 -0.708
C 5.131 1.187 -1.250
C 3.718 1.591 -1.733
O 3.679 1.128 -3.061
C 4.837 0.508 -3.400
O 5.006 -0.044 -4.430
O 5.735 0.607 -2.411
H 6.155 3.030 -1.525
H 6.986 1.922 -0.527
H 5.574 2.824 0.161
H 5.027 0.343 -0.563
H 3.681 2.684 -1.749
H 3.021 1.174 -1.008
C 0.800 3.241 -1.357
C 1.024 4.176 -2.531
C -0.188 4.413 -3.416
O -0.530 5.781 -3.201
C 0.433 6.380 -2.459
O 0.484 7.531 -2.182
O 1.319 5.477 -2.001
H -0.124 3.560 -0.876
H 1.674 3.365 -0.718
H 0.794 2.195 -1.662
H 1.870 3.849 -3.138
H -0.962 3.709 -3.113
H 0.054 4.302 -4.469
Cl 1.609 -4.984 -1.369
C 1.368 -5.783 0.202
Cl 2.924 -6.230 0.922
H 0.852 -5.088 0.852
H 0.828 -6.705 0.026

Here are the Löwdin charges for atoms 1 to 5, given in e: 0.169, -0.543, 0.070, -0.065, -0.291